DFT (ωB97M-V/def2-TZVPD) results for 5 unconnected molecules or ions with the total composition C2H17N2O4.

Properties
Kohn-Sham gap ... 10.04 eV
Highest occupied orbital energy ... -12.9813 eV
Total charge ... +1

Structure (XYZ):
```
25
Properties=species:S:1:pos:R:3:forces:R:3
C -0.693154 -0.314057 -0.937255 -0.6 -1.1 0.5
N -0.882910 -0.630726 -2.319779 0.2 0.7 -1.3
C 0.451838 -1.136722 -0.299899 -0.9 0.5 0.1
N 0.753011 -0.725136 1.163706 -0.1 -2.4 -1.1
H -1.641650 -0.595773 -0.401319 0.8 0.4 -0.3
H -0.570081 0.761135 -0.841292 0.2 0.1 0.1
H -1.115216 -1.523870 -2.706006 -0.4 -0.7 0.9
H -0.271660 -0.225626 -3.016198 0.2 0.5 0.5
H 1.339290 -1.132121 -0.877259 1.0 0.8 -0.4
H 0.127552 -2.171050 -0.460831 0.1 -0.1 1.2
H 1.608040 -1.229966 1.462879 -0.2 0.4 -0.4
H 0.929954 0.280640 1.303950 -0.5 0.3 -0.1
H -0.034140 -1.102948 1.697001 0.0 0.9 0.3
H 3.416706 -1.308141 -0.361209 1.2 -0.7 -0.1
H 4.051937 -1.758690 1.140326 0.5 -0.2 -1.2
O 3.422006 -1.283308 0.590641 -1.4 0.8 1.4
H 1.245871 2.657982 0.567709 0.1 0.1 0.1
H 1.122099 2.732723 2.104916 0.0 0.0 0.0
O 1.091146 2.129374 1.356131 0.0 -0.3 -0.1
H -2.283406 0.981706 -2.490994 0.0 0.2 0.2
H -2.795574 2.502834 -2.425735 0.1 -0.3 0.3
O -2.687603 1.716041 -2.965846 -0.2 0.1 -0.6
H -1.611304 -0.779258 3.517079 -0.5 0.6 -0.2
H -2.594444 0.221493 2.797475 -0.1 -0.2 0.2
O -1.680386 -0.072381 2.852305 0.7 -0.5 0.0
```
Positions in Å, forces in eV/Å.


DFT (ωB97M-V/def2-TZVPD) results for a molecular structure, C2H17NO5.

Properties
Kohn-Sham gap ... 10.65 eV
Highest occupied orbital energy ... -10.3423 eV
Total charge ... 0

Structure (XYZ):
```
25
Properties=species:S:1:pos:R:3:forces:R:3
H 0.127095 0.862828 -0.052556 -0.3 -0.1 0.0
O -0.949540 1.537263 0.201872 2.2 0.8 0.3
N 1.042838 -0.061333 -0.228663 1.4 1.1 -0.5
H -0.726653 2.500174 0.237559 -0.4 -1.1 -0.4
H 2.012848 0.338133 0.020744 -2.1 -1.1 -0.3
C 0.988939 -0.678602 -1.579781 -0.9 1.7 -1.1
H 1.041916 0.118428 -2.322365 -0.3 0.3 0.1
H -0.035688 -1.052314 -1.638421 0.2 -0.3 -0.2
H 0.739150 -0.770567 0.424001 0.6 0.0 0.8
C 2.044291 -1.660549 -1.954131 -0.3 -1.6 -0.4
H 2.988502 -1.269905 -2.188498 1.3 1.5 -0.3
H 2.282280 -2.195702 -1.048988 -0.2 -1.4 0.0
H 1.845160 -2.261972 -2.910463 -0.3 0.4 1.8
O -0.902870 1.430012 2.829367 0.5 0.1 -3.0
H -0.691110 1.484945 1.754737 -0.6 -0.2 2.8
H -1.858870 1.502139 2.699598 0.0 -0.1 0.6
O -2.108635 1.522579 -2.121967 1.2 -0.6 1.7
H -2.708737 0.874587 -1.759253 -1.3 -0.4 -0.7
H -1.544200 1.435422 -1.269524 -0.3 1.1 -1.6
O 0.750959 -0.770805 2.392804 -1.9 1.8 1.2
H 1.273755 -1.088384 3.109024 0.9 -0.8 0.6
H 0.150223 -0.112203 2.920418 0.8 -0.9 -1.6
O -2.253893 -0.804503 0.745862 -0.6 -0.8 -0.3
H -1.579621 -0.859437 1.401853 0.6 -0.7 1.3
H -1.928139 -0.020231 0.336771 -0.2 1.3 -0.9
```
Positions in Å, forces in eV/Å.


DFT (ωB97M-V/def2-TZVPD) results for 7 unconnected molecules or ions with the total composition C2H17NO7.

Properties
Kohn-Sham gap ... 9.23 eV
SMILES string ... CNC=O.O.O.O.O.O.O
Highest occupied orbital energy ... -9.4210 eV
Total charge ... 0

Structure (XYZ):
```
27
Properties=species:S:1:pos:R:3:forces:R:3
C -0.166990 -0.634084 2.275620 1.1 -3.0 2.8
N -0.551829 0.541616 1.660389 -3.2 2.8 1.4
C -1.619186 1.323571 2.215705 0.1 -1.4 -1.0
O -2.468171 0.879224 2.987420 1.7 0.6 -0.9
H -0.676371 -1.574360 1.915061 0.8 0.8 -0.3
H -0.502659 -0.680836 3.355299 0.4 0.6 -1.0
H 0.976228 -0.729282 2.302255 -2.0 -0.1 -0.2
H -0.044676 0.818175 0.861273 0.3 0.8 -0.8
H -1.699995 2.372496 1.817154 0.3 -0.8 0.2
O -2.730158 -0.213665 -1.581381 -1.4 -0.1 2.9
H -3.171704 -1.069556 -1.361432 0.6 0.5 -0.9
H -2.943873 0.196524 -0.668849 0.9 -0.3 -2.1
O 3.223863 1.278459 0.584656 -0.5 -2.1 6.6
H 3.148520 1.487173 -0.257925 -0.4 1.4 -6.2
H 2.413930 0.743001 0.765054 1.1 0.7 -0.2
O -0.236776 -1.715603 -1.151888 0.8 -2.0 3.9
H 0.060492 -2.344099 -1.749165 0.8 -1.9 -1.8
H -0.549721 -1.013790 -1.612450 -2.0 3.4 -1.9
O 1.445682 0.413302 -1.408264 -0.1 0.0 -0.6
H 1.398215 1.260862 -1.869475 -0.1 0.0 0.0
H 1.054233 -0.185163 -2.072186 0.5 0.4 0.7
O 2.021205 -2.155154 1.236772 -2.3 -1.2 -1.2
H 2.701788 -1.570452 0.924768 0.2 0.4 -0.8
H 1.216707 -2.190241 0.585080 2.6 0.6 1.5
O -0.367865 1.611378 -3.256128 0.1 -4.7 -1.0
H -0.909580 2.329674 -3.109259 -1.9 2.5 0.5
H -1.021302 0.820841 -3.388117 1.7 2.3 0.4
```
Positions in Å, forces in eV/Å.


DFT (ωB97M-V/def2-TZVPD) results for 7 unconnected molecules or ions with the total composition C2H18N2O6.

Properties
Kohn-Sham gap ... 9.67 eV
SMILES string ... C/N=C\N.O.O.O.O.O.O
Highest occupied orbital energy ... -9.5474 eV
Total charge ... 0

Structure (XYZ):
```
28
Properties=species:S:1:pos:R:3:forces:R:3
C 2.192331 -1.473637 0.883130 -2.8 2.2 -0.4
N 1.040335 -1.348059 -0.112150 1.0 -1.0 1.8
C 0.362935 -0.297169 0.031231 -2.5 1.6 0.2
N 0.488823 0.833625 0.919188 1.3 -2.1 -1.3
H 3.024700 -1.526141 0.263162 2.0 0.4 -0.5
H 2.164216 -2.367068 1.457256 -0.5 -0.8 0.4
H 2.062764 -0.572388 1.561752 1.3 -1.5 -0.5
H -0.650758 -0.293731 -0.466429 1.5 0.6 0.2
H -0.118404 1.592029 0.620703 0.5 0.0 0.2
H 1.475866 1.012028 1.169612 -1.2 0.5 -0.3
O -2.426763 2.387258 0.435195 -3.2 -1.9 -6.3
H -1.999802 2.644442 1.156985 2.2 0.8 5.4
H -3.012255 1.598046 0.467456 1.1 1.0 0.9
O -2.396640 -1.317918 0.131413 0.0 0.7 2.0
H -2.693525 -1.484521 -0.761078 0.3 -0.9 -0.1
H -1.717934 -1.954779 0.451492 -1.3 0.7 -0.7
O -1.350113 1.324692 2.861896 3.6 0.3 2.1
H -0.443618 0.842772 2.974625 -1.6 2.2 0.1
H -1.660284 0.572426 2.446385 -2.4 -2.3 -1.8
O 3.275477 1.649942 -0.646461 2.0 -3.6 -3.0
H 2.715922 2.117816 -0.107172 -2.5 1.4 1.6
H 2.827741 0.863289 -1.116501 0.5 2.3 1.4
O -1.467670 -2.899969 -1.676788 1.4 1.3 0.6
H -1.016929 -2.709603 -0.774043 -0.4 -0.6 -3.0
H -1.189046 -2.140274 -2.271057 -0.2 -1.4 1.2
O 0.971823 0.727574 -2.619031 -0.9 2.7 1.3
H 1.161657 -0.048441 -3.061335 0.5 -2.6 -1.5
H 0.185074 1.107350 -3.037050 0.4 -0.1 0.1
```
Positions in Å, forces in eV/Å.


DFT (ωB97M-V/def2-TZVPD) results for 7 unconnected molecules or ions with the total composition C2H18O6S2.

Properties
Kohn-Sham gap ... 8.68 eV
SMILES string ... CSSC.O.O.O.O.O.O
Highest occupied orbital energy ... -8.5203 eV
Total charge ... 0

Structure (XYZ):
```
28
Properties=species:S:1:pos:R:3:forces:R:3
C -0.152914 -1.854475 2.101117 0.1 -1.1 -0.2
S -0.632480 -0.814696 0.610557 -0.4 -0.1 1.6
S -1.940370 0.575492 1.481492 0.3 -0.6 -0.4
C -3.468209 0.087045 0.676028 -0.9 -1.1 -1.5
H -0.979061 -2.240922 2.839975 1.3 1.0 -1.8
H 0.338567 -2.764523 1.576821 -0.7 1.4 1.1
H 0.607975 -1.254808 2.654811 -0.6 -0.7 -0.3
H -3.531411 -0.990665 0.398806 0.8 0.6 0.1
H -4.364658 0.153961 1.250929 -0.3 0.6 1.2
H -3.689458 0.672776 -0.226442 0.5 -0.1 0.2
O 3.227962 -0.309156 3.011147 -3.8 3.3 -0.6
H 3.758350 -0.604138 3.659582 2.9 -1.7 3.4
H 3.354725 -0.808705 2.255529 0.8 -1.4 -2.2
O 1.971045 1.380987 -4.470317 -1.8 4.5 -3.0
H 1.113253 1.285662 -4.133038 -1.3 -0.8 1.0
H 2.587801 0.807756 -4.209585 3.1 -3.7 2.0
O -2.775016 -2.714856 -1.763170 -1.0 1.6 -3.4
H -3.290999 -2.962990 -2.615662 1.1 0.0 2.3
H -2.543671 -1.781819 -2.081921 -0.1 -1.6 1.2
O 4.116486 -0.756411 0.596948 1.8 0.2 -0.7
H 4.817221 -0.391305 0.019230 0.0 -0.2 1.0
H 3.423192 -0.702284 -0.026806 -1.9 -0.1 -0.8
O 2.163356 2.328308 0.331596 0.2 0.3 -0.8
H 1.588012 3.079261 0.487100 -0.1 0.0 0.1
H 2.077166 1.759131 1.086652 -0.1 -0.4 0.7
O -2.828805 2.565743 -1.837452 -0.2 -0.1 -0.1
H -2.959984 3.437951 -2.175350 -1.4 0.9 -1.0
H -1.988074 2.817680 -1.498578 1.7 -0.9 1.2
```
Positions in Å, forces in eV/Å.


DFT (ωB97M-V/def2-TZVPD) results for a molecular structure, C2H20O8.

Properties
Kohn-Sham gap ... 7.95 eV
Highest occupied orbital energy ... -8.9947 eV
Total charge ... 0

Structure (XYZ):
```
30
Properties=species:S:1:pos:R:3:forces:R:3
C -0.808653 1.848308 -2.302093 0.8 1.7 -1.1
O -0.914573 1.267238 -1.061873 7.8 4.5 -2.4
H -1.611353 1.570678 -2.985253 0.1 -0.3 0.3
H -0.814013 2.930348 -2.170703 -0.2 0.3 -0.3
H 0.181677 1.628988 -2.701143 -0.1 -0.3 -0.6
H -0.072623 1.406538 -0.622193 -0.4 0.6 0.2
C -0.823693 -0.709582 0.536967 -0.1 -1.3 -0.3
O 0.407297 -0.257682 1.121117 -2.5 -0.2 3.0
H -1.692673 -0.258702 1.016247 0.4 0.1 -0.2
H -0.763883 -0.478892 -0.526663 -0.5 -0.6 0.7
H -0.862783 -1.794182 0.638037 -0.6 0.4 0.1
H 1.085107 -0.308642 0.443207 -3.8 1.5 4.5
O 1.734647 -0.635962 -0.395973 6.7 -7.6 -5.8
H 2.399397 -0.870902 -1.043393 0.6 0.2 -0.8
H 1.737447 -1.363712 0.225817 0.5 -1.2 0.2
O 1.560927 1.941758 1.393987 1.6 1.8 5.2
H 1.323307 1.060788 1.683177 -0.2 0.5 0.6
H 1.452207 1.919758 0.443247 0.4 1.4 2.0
O -0.241713 -1.784552 3.091317 -0.1 -1.0 1.0
H -0.908053 -1.153592 3.363557 -0.1 0.1 0.1
H 0.147567 -1.398872 2.306487 0.2 0.4 0.1
O -0.042763 -3.539932 0.433417 0.2 -0.5 -0.5
H 0.086297 -4.204682 1.109937 0.0 -0.2 0.3
H 0.735757 -2.985882 0.489757 0.1 -0.2 0.2
O 1.229627 1.438108 -0.604993 1.9 2.1 -6.7
H 1.942467 1.644568 -1.209523 0.0 0.5 -0.5
H 1.357987 0.514458 -0.389083 0.2 1.7 -0.8
O -2.705363 0.504368 -0.895413 -9.3 -3.5 0.4
H -1.860333 0.947778 -0.969933 -3.0 -0.9 1.2
H -3.259233 1.122078 -0.418033 -0.6 -0.1 0.0
```
Positions in Å, forces in eV/Å.


Maximum force / Eh/bohr: 0.05123 0.05881 0.13607 0.14272 0.11104 0.22663
ΔE to the lowest compared entry with this formula, charge and spin / kJ/mol: 92.08 200.97 107.14 239.00 163.54 1192.49
LUMO energy / eV: -2.9 0.3 -0.2 0.1 0.2 -1.0